A 3-piece molecular cluster, C25H56Cl2N5O6P2 overall at a distorted geometry. Source: the Open Molecules 2025 dataset; level of theory: ωB97M-V/def2-TZVPD.

Its electronic energy is -3314.0483 hartree. The value obtained for the max |F| is 1.171 eV/A. For the HOMO energy, the calculation gives -11.4 eV.

Geometry as ORCA input:
```
! RIJCOSX wB97M-V def2-TZVPD def2/J DEFGRID3
* xyz 1 1
C -3.84902 -3.86563 2.58730
O -2.49470 -3.56949 2.28549
C -1.54499 -4.25176 3.09915
C -0.33443 -4.80350 2.32751
C -0.09516 -4.30570 0.89806
C 1.39386 -4.50573 0.50527
C 2.23151 -3.22402 0.39006
C 2.60538 -2.61738 1.75802
C 1.52766 -1.67649 2.31237
C 1.48723 -0.34327 1.56998
C 0.10825 0.29105 1.71315
C -0.15531 1.76313 1.31218
P -0.25512 2.54497 3.07631
C -0.15954 4.36990 2.96831
C 1.44111 2.20600 3.64775
C 0.83522 2.65149 0.47181
Cl 2.24250 1.93177 -0.40461
C -0.00070 3.49571 -0.54343
C 0.39724 4.97242 -0.51180
C 0.11222 3.11084 -2.04719
N -0.95257 3.80727 -2.80600
C -1.42470 3.29258 0.00778
N -1.47949 1.90472 0.54270
C -1.57781 0.82253 -0.53066
C -2.58124 1.04279 -1.65565
C -3.47033 -0.18416 -1.88278
C -4.17185 -0.17979 -3.24103
C -5.01982 1.06688 -3.54706
N -6.42516 0.99042 -3.18167
P -3.17421 1.54567 1.41814
O -2.70642 0.57920 2.60374
Cl -3.45323 3.22600 2.49135
H -3.93768 -4.47583 3.48226
H -4.31250 -4.38024 1.74679
H -4.39762 -2.94088 2.76478
H -1.18675 -3.54764 3.85445
H -2.03812 -5.07534 3.60955
H 0.54968 -4.58595 2.92266
H -0.43349 -5.88683 2.27653
H -0.73970 -4.83682 0.20311
H -0.34564 -3.25231 0.81322
H 1.43306 -5.00738 -0.46243
H 1.86909 -5.17782 1.21722
H 3.14260 -3.47918 -0.14689
H 1.69093 -2.51976 -0.24529
H 2.73934 -3.44436 2.45445
H 3.56032 -2.09295 1.70985
H 1.64294 -1.50876 3.38478
H 0.57169 -2.17199 2.17923
H 1.64041 -0.54260 0.51395
H 2.31594 0.28859 1.87375
H -0.20407 0.21176 2.75937
H -0.55533 -0.39977 1.19608
H 0.17187 4.78176 2.02409
H 0.56569 4.70634 3.70856
H -1.11642 4.81533 3.22329
H 1.55665 2.79582 4.55259
H 1.58596 1.15311 3.85652
H 2.21631 2.52798 2.94637
H 1.32388 3.38948 1.09581
H -0.27931 5.52677 -1.15940
H 1.41531 5.08643 -0.87650
H 0.32711 5.41659 0.47387
H 0.08923 2.04509 -2.23165
H 1.06754 3.49143 -2.39620
H -0.53273 4.40276 -3.50659
H -1.49664 3.14674 -3.33615
H -1.60392 4.00598 0.80288
H -2.13467 3.51530 -0.78236
H -0.57149 0.62506 -0.88252
H -1.87428 -0.08456 -0.00038
H -2.05032 1.22669 -2.58463
H -3.21161 1.90641 -1.47348
H -4.22363 -0.21015 -1.09096
H -2.86299 -1.08529 -1.80046
H -4.84626 -1.03506 -3.26706
H -3.42851 -0.33425 -4.02515
H -4.98131 1.24477 -4.62060
H -4.60505 1.96014 -3.08284
H -6.56212 0.84149 -2.19328
H -6.89466 0.25843 -3.69257
H -2.68832 -0.34334 2.30635
C 6.74532 -5.25063 -1.67791
N 5.42717 -4.88072 -1.09136
O 5.27897 -5.00972 0.10291
O 4.57970 -4.47611 -1.86032
H 7.38818 -5.59270 -0.87690
H 6.56253 -6.03123 -2.40937
H 7.14187 -4.36487 -2.16357
C 4.57437 2.81946 -3.49720
N 4.06887 3.73154 -4.55997
O 2.86749 3.91412 -4.61129
O 4.88402 4.23345 -5.29267
H 3.71207 2.47308 -2.94436
H 5.10295 2.00301 -3.97851
H 5.24974 3.39176 -2.86897
*
```



A 8-piece molecular cluster, C25H56NO11S7 overall at a distorted geometry. Source: the Open Molecules 2025 dataset; level of theory: ωB97M-V/def2-TZVPD.

Its electronic energy is -4655.4073 hartree. The value obtained for the max |F| is 2.037 eV/A. For the HOMO energy, the calculation gives -10.3 eV.

Geometry as ORCA input:
```
! RIJCOSX wB97M-V def2-TZVPD def2/J DEFGRID3
* xyz 1 1
C -2.64218 -6.11933 1.28873
C -3.80433 -6.12939 0.26759
O -3.47474 -5.42857 -0.93311
C -4.41533 -4.36310 -1.17265
C -4.07564 -3.23501 -0.19257
C -2.74107 -2.89186 -0.06933
N -2.38108 -1.95029 0.79105
C -3.26031 -1.30600 1.56010
C -4.59506 -1.57153 1.45805
C -5.04252 -2.55926 0.56178
C -6.54145 -2.78558 0.51460
O -7.21553 -2.22560 1.35062
O -7.13679 -3.53894 -0.43881
C -8.22878 -4.33443 0.06836
C -7.86272 -5.21759 1.26969
O -8.51448 -6.19750 1.51787
H -1.91357 -6.88320 0.98464
H -2.08728 -5.16628 1.27891
H -2.98383 -6.27192 2.32026
H -4.04614 -7.17924 0.03924
H -4.69277 -5.72169 0.78156
H -5.40898 -4.79336 -1.04180
H -4.20911 -4.04022 -2.20262
H -2.00337 -3.40515 -0.68493
H -1.36761 -1.75250 0.86128
H -2.87460 -0.56611 2.25988
H -5.32069 -1.05244 2.08105
H -8.52261 -5.01356 -0.74222
H -9.09734 -3.70206 0.29410
H -7.02475 -4.96057 1.96467
C 0.38822 -2.22727 3.95692
S 0.58020 -0.59660 3.22870
O 0.14443 -0.69677 1.78493
C 2.36594 -0.58407 3.24346
H -0.67546 -2.46072 4.00810
H 0.89593 -2.96952 3.33900
H 0.80604 -2.22189 4.96274
H 2.74850 -1.42406 2.67446
H 2.71590 -0.63574 4.27489
H 2.70886 0.34622 2.79092
C 5.08977 -1.42827 -1.16858
S 3.75779 -1.49828 0.03137
O 4.36594 -1.32238 1.37989
C 3.41227 -3.25248 -0.17656
H 5.48958 -0.41572 -1.17766
H 5.87687 -2.12848 -0.88725
H 4.70400 -1.67444 -2.15794
H 4.30844 -3.83396 0.04046
H 3.07999 -3.43803 -1.19834
H 2.62077 -3.52945 0.51876
C 0.62419 1.74025 0.21722
S 1.76955 3.07302 0.57766
O 2.32277 2.82284 1.93979
C 0.51766 4.34894 0.72688
H 1.19117 0.81688 0.12089
H -0.09214 1.64176 1.03038
H 0.10484 1.94711 -0.72081
H -0.19803 4.07971 1.50413
H 0.00605 4.46866 -0.22804
H 1.00844 5.28410 0.99539
C -0.66352 3.02392 5.59058
S 0.97622 2.32936 5.84635
O 0.79661 0.95213 6.39169
C 1.41894 3.39800 7.22282
H -1.14575 2.46973 4.78699
H -1.25218 2.93013 6.50391
H -0.57277 4.07212 5.30532
H 0.69691 3.27917 8.03123
H 1.44114 4.43392 6.88423
H 2.40829 3.10983 7.57271
C -3.07447 6.02631 -3.28608
S -1.58023 5.68133 -2.35102
O -1.96663 4.81990 -1.19194
C -1.35931 7.35410 -1.72938
H -3.41725 5.09686 -3.73673
H -3.84491 6.41556 -2.61982
H -2.85079 6.74928 -4.07019
H -2.24066 7.65809 -1.16381
H -1.19475 8.03171 -2.56699
H -0.48702 7.36436 -1.07788
C 1.61460 3.15386 -5.75343
S 1.03934 4.31230 -4.50190
O 0.61531 5.55201 -5.20376
C 2.65853 4.62717 -3.78308
H 0.76014 2.85017 -6.35540
H 2.35661 3.63576 -6.39062
H 2.04562 2.27842 -5.26658
H 3.33304 5.01435 -4.54729
H 3.05481 3.70284 -3.36140
H 2.54266 5.36551 -2.99151
C 8.60266 -1.51432 -3.39153
S 6.99129 -0.85214 -3.83698
O 6.09731 -2.00910 -4.12139
C 7.50097 -0.16503 -5.41852
H 8.50849 -2.02950 -2.43721
H 8.93620 -2.21778 -4.15459
H 9.31647 -0.69632 -3.29315
H 7.90585 -0.95516 -6.05089
H 8.25088 0.60865 -5.25288
H 6.62753 0.27343 -5.89759
*
```



HOMO-LUMO gap, respectively: 9.02 5.84 eV.